# 1
ORCA calculation (ωB97M-V/def2-TZVPD) on a molecular structure, C19H43N5O19S2Sr2.

For the total energy, the calculation gives -3309.8543 hartree. As for the energy above the lowest of the compared OMol25 structures with the same formula, charge and spin: 21.704 eV. The value obtained for the HOMO energy is -5.662 eV. As for the charge: 0.

Each line ends with the Löwdin charge.
CARTESIAN COORDINATES (ANGSTROEM)
Sr 0.59575 -5.22727 1.32334  0.829
Sr -1.99910 -5.90951 -5.62076  0.518
O 2.83799 -6.28854 -5.76074  -0.149
C 3.63367 -5.22032 -5.29147  -0.306
C 4.42318 -5.30926 -3.94510  -0.312
O 3.82742 -5.83771 -2.78932  -0.152
H 2.94696 -4.39624 -5.09801  0.112
H 4.35112 -4.78592 -5.98764  0.104
H 4.89471 -4.36228 -3.68244  0.102
H 5.26223 -5.96018 -4.19088  0.122
O -1.95936 -2.50902 -1.53321  -0.292
C -1.61024 -1.12880 -1.73486  -0.322
C -1.33485 -0.31119 -0.35363  -0.306
O -0.50350 -0.78102 0.74365  -0.275
H -2.48213 -0.74650 -2.26566  0.086
H -0.77030 -0.94640 -2.40519  0.083
H -2.37442 -0.16249 -0.06162  0.081
H -0.99432 0.65545 -0.72477  0.085
C 2.74100 3.09089 5.56329  0.033
N 2.39121 4.21069 4.65829  -0.424
O 1.81786 5.22967 5.11774  0.032
O 2.73218 4.17043 3.48416  0.059
H 3.48148 2.39205 5.17415  0.099
H 1.75398 2.63040 5.60618  0.102
H 2.97702 3.33744 6.59847  0.099
C -4.45678 0.49599 5.88962  0.033
N -4.41582 0.59823 7.35340  -0.450
O -5.02034 1.54669 7.84342  0.059
O -3.76208 -0.25600 7.94878  0.053
H -4.00148 -0.47672 5.70351  0.095
H -3.80936 1.27330 5.48373  0.106
H -5.50920 0.54970 5.61100  0.104
C -7.63019 -3.15706 1.29105  -0.241
C -7.84689 -4.48870 0.68243  -0.207
O -9.21053 -4.89168 0.67604  -0.180
S -10.06795 -3.73013 1.56560  0.751
O -10.80946 -4.36889 2.68181  -0.258
O -10.80508 -2.83855 0.72546  -0.228
O -8.70157 -3.01034 2.12360  -0.183
H -7.58997 -2.27304 0.65466  0.135
H -6.64822 -3.12896 1.76333  0.141
H -7.33326 -5.21721 1.30978  0.131
H -7.45481 -4.59336 -0.32921  0.138
C 5.46655 1.56640 -2.46521  -0.250
C 5.69192 2.99465 -3.04160  -0.131
O 6.61787 2.65427 -4.08258  -0.221
S 7.66140 1.45511 -3.76625  0.774
O 8.88610 1.84840 -3.05579  -0.249
O 7.75570 0.70392 -5.04435  -0.260
O 6.54309 0.76425 -2.69167  -0.185
H 4.57888 1.24021 -3.00719  0.125
H 5.24946 1.53743 -1.39744  0.135
H 6.11423 3.51338 -2.18098  0.126
H 4.79842 3.45679 -3.46133  0.137
C -0.92668 -0.79950 -9.99542  -0.252
O -1.41648 -1.43472 -8.97316  -0.095
N -0.23846 0.39943 -9.84937  -0.206
C 0.52558 0.94697 -10.97005  -0.071
C -0.32790 1.19568 -8.56289  -0.010
H -0.98095 -1.15447 -11.03622  0.128
H 0.87916 0.15954 -11.63565  0.082
H 1.43031 1.47646 -10.67142  0.086
H -0.16427 1.61198 -11.48963  0.087
H 0.70655 1.17105 -8.22025  0.088
H -0.58794 2.23257 -8.77581  0.079
H -1.14944 0.73559 -8.01379  0.081
C -2.13242 8.85606 1.04874  -0.292
O -2.01344 10.08131 1.31263  -0.039
N -3.22375 8.11047 1.44088  -0.196
C -3.22642 6.63847 1.12951  -0.057
C -4.24868 8.59378 2.35115  -0.046
H -1.46156 8.29985 0.37585  0.131
H -3.85236 6.01559 1.76852  0.079
H -2.32170 6.03469 1.20051  0.078
H -3.50399 6.57049 0.07764  0.081
H -4.02184 9.64343 2.53790  0.087
H -5.22405 8.38965 1.90947  0.087
H -4.17662 7.93202 3.21427  0.085
C 4.87566 -5.53438 6.44867  -0.319
O 4.11316 -5.58851 5.48066  -0.039
N 4.99672 -4.41494 7.22269  -0.206
C 4.10059 -3.22400 7.27406  -0.010
C 6.10278 -4.40452 8.12538  -0.087
H 5.59303 -6.36489 6.53719  0.136
H 3.25733 -3.32778 6.59124  0.089
H 4.81172 -2.43259 7.03728  0.088
H 3.80849 -2.98945 8.29767  0.081
H 5.57732 -3.96317 8.97225  0.081
H 6.58931 -5.33755 8.40972  0.093
H 6.90124 -3.72714 7.82255  0.089

---

# 2
ORCA calculation (ωB97M-V/def2-TZVPD) on a molecular structure, C19H43O2OsP3S.

For the total energy, the calculation gives -2411.5167 hartree. As for the energy above the lowest of the compared OMol25 structures with the same formula, charge and spin: 0.968 eV. The value obtained for the HOMO energy (alpha / beta) is -20.346 / -20.271 eV. As for the expectation value of S²: 6.05. Its multiplicity is 5. As for the charge: +4.

Each line ends with the Löwdin spin population.
CARTESIAN COORDINATES (ANGSTROEM)
Os 0.03852 -0.02861 0.04705  1.505
P -1.98528 0.80991 -0.46530  0.062
P -0.43202 -2.20520 -0.70397  0.084
P 1.07987 2.10709 0.03520  0.077
H 8.10904 -3.32012 -3.84232  0.014
C 8.56997 -2.61109 -3.14374  0.465
C 8.94633 -2.98205 -1.91582  0.457
H 8.80714 -4.00869 -1.55660  0.015
C -2.18611 1.27796 -2.23607  0.011
C -3.44717 -0.27410 -0.21375  0.021
C -2.58396 2.33822 0.35651  0.024
C 0.92012 -3.42242 -0.50047  0.004
C -1.77544 -3.13721 0.12768  0.051
C -0.81145 -2.33760 -2.49695  -0.003
C 2.85272 2.08851 0.48167  0.002
C 0.54919 3.38887 1.23660  0.048
C 1.05406 2.92463 -1.60485  -0.003
H 8.75014 -1.59666 -3.51978  0.014
H 9.44596 -2.28685 -1.23058  0.015
H -3.22602 1.59307 -2.40592  0.000
H -1.95893 0.43166 -2.89474  0.000
H -1.52045 2.10689 -2.50286  0.000
H -4.36718 0.29281 -0.42139  0.003
H -3.49846 -0.63178 0.82304  0.000
H -3.42318 -1.14095 -0.88537  0.000
H -2.95459 3.04947 -0.39545  0.002
H -1.79358 2.82816 0.93046  0.000
H -3.40498 2.10345 1.04739  0.001
H 0.51620 -4.43811 -0.61087  0.001
H 1.35421 -3.31515 0.50124  0.001
H 1.71146 -3.26687 -1.24243  0.001
H -2.28140 -3.78753 -0.59866  0.007
H -2.51542 -2.47528 0.58486  0.001
H -1.33638 -3.75666 0.91946  0.001
H -0.79658 -3.39293 -2.80454  0.000
H -0.05254 -1.78951 -3.07022  0.000
H -1.79532 -1.90847 -2.72687  0.000
H 3.17066 3.10286 0.75544  0.001
H 3.45990 1.72683 -0.35503  0.001
H 2.97126 1.42801 1.34987  0.000
H 1.39731 4.06583 1.39882  0.007
H 0.29281 2.92706 2.20017  0.000
H -0.28842 3.97286 0.84597  0.001
H 1.84975 3.68114 -1.65062  0.000
H 0.08384 3.40673 -1.78006  0.000
H 1.22766 2.17685 -2.39012  0.000
C 3.01332 -0.89163 -0.67236  0.137
C 3.00129 -0.79393 -2.09862  0.121
C 4.19377 -0.91327 -2.81713  0.017
C 5.40104 -1.14991 -2.14281  0.235
C 5.42277 -1.27513 -0.74806  -0.001
C 4.24680 -1.17923 -0.02508  0.158
O 1.95269 -0.72883 0.10163  0.403
H 0.24726 0.06784 -1.55091  -0.016
H 2.05545 -0.61366 -2.61431  0.003
H 4.15307 -0.82468 -3.90689  -0.002
H 6.33334 -1.25205 -2.70363  0.019
H 6.36381 -1.45650 -0.22866  -0.003
H 4.17845 -1.27338 1.05889  0.004
C -0.41947 -1.56228 3.80486  0.001
S -0.10630 -0.10169 2.79427  0.011
C -1.59850 0.78806 3.30086  0.004
O 1.10008 0.56718 3.36965  0.018
H -1.46019 -1.91004 3.77452  0.000
H -0.14935 -1.24180 4.82006  0.000
H 0.26767 -2.34883 3.46244  0.000
H -1.75005 0.60378 4.36955  0.000
H -1.47880 1.86567 3.13577  0.000
H -2.43723 0.37165 2.72664  0.001

---

# 3
ORCA calculation (ωB97M-V/def2-TZVPD) on a molecular structure, C19H43OP3PrS.

For the total energy, the calculation gives -2763.3005 hartree. The value obtained for the HOMO energy (alpha / beta) is -15.578 / -15.605 eV. As for the expectation value of S²: 2.01. Its multiplicity is 3. As for the charge: +3.

Each line ends with the Löwdin spin population.
CARTESIAN COORDINATES (ANGSTROEM)
Pr 0.95314 -0.06434 0.99099  2.067
P -1.94570 -0.55505 1.62521  -0.002
P 0.28659 -2.14179 -0.91752  -0.002
P -1.67232 2.34727 -3.23746  0.000
H 1.51474 3.64623 3.02649  0.000
C 1.41418 3.62641 1.94037  0.000
C -0.01710 3.83665 1.48350  0.000
H -0.72212 3.14034 1.94498  0.000
C -2.13220 -1.27991 3.30981  0.000
C -3.08210 -1.68588 0.72335  0.000
C -3.02191 0.92076 1.76965  -0.001
C 1.78094 -2.29207 -1.96256  0.001
C 0.30411 -3.76542 -0.05692  -0.001
C -1.03516 -2.40303 -2.13589  0.000
C -2.44203 3.32876 -4.53753  0.000
C -2.91561 1.35657 -2.38460  0.000
C -0.46764 1.24544 -3.99369  0.000
H 2.06861 4.38034 1.49466  0.000
H -0.36867 4.86176 1.64077  0.000
H -1.66108 -0.61493 4.04506  0.000
H -1.63420 -2.25953 3.33904  0.000
H -3.19545 -1.40604 3.55672  0.000
H -2.58610 -2.64254 0.51088  0.000
H -3.39974 -1.22510 -0.22115  0.000
H -3.96969 -1.87902 1.34451  0.000
H -2.40271 1.82142 1.86039  0.000
H -3.65832 0.83223 2.66062  0.000
H -3.66047 1.02044 0.88305  0.000
H 1.77725 -3.29074 -2.42172  0.000
H 2.69975 -2.16547 -1.37071  0.000
H 1.75794 -1.52262 -2.74729  0.000
H 0.41145 -4.54897 -0.82128  0.000
H -0.63874 -3.91282 0.48977  0.000
H 1.14067 -3.83552 0.65800  0.000
H -0.86579 -3.36173 -2.65057  0.000
H -1.02136 -1.59460 -2.87550  0.000
H -2.01537 -2.42866 -1.64638  0.000
H -2.31052 2.82077 -5.50350  0.000
H -1.96907 4.31982 -4.58097  0.000
H -3.51373 3.44226 -4.32564  0.000
H -3.84784 1.37393 -2.97098  0.000
H -3.09688 1.78952 -1.39179  0.000
H -2.57189 0.31512 -2.27293  0.000
H -0.27126 1.59140 -5.01599  0.000
H -0.85488 0.21818 -4.01763  0.000
H 0.46648 1.26919 -3.41871  0.000
C 1.21745 2.28363 -0.05643  -0.012
C 1.93084 1.65149 -1.09446  -0.001
C 3.16222 1.01534 -0.86792  -0.019
C 3.69936 0.99487 0.44144  -0.003
C 3.07554 1.62362 1.51386  -0.018
C 1.72681 2.24296 1.37687  -0.001
S 0.00340 3.54946 -0.34026  -0.004
H -1.00143 3.17867 -2.27461  0.000
H 1.61277 1.81076 -2.12938  0.000
H 3.74785 0.63780 -1.71400  -0.001
H 4.68969 0.55460 0.57444  0.000
H 3.55636 1.73614 2.49605  -0.001
H 1.01290 1.68070 2.14469  0.000
C 3.05765 -3.63798 3.21967  0.000
C 2.08229 -2.48370 3.33466  0.000
O 2.38021 -1.46124 2.30927  -0.002
H 3.02177 -4.10425 2.22447  0.000
H 2.80165 -4.39659 3.96408  0.000
H 4.08913 -3.31900 3.41617  0.000
H 1.04347 -2.76991 3.15318  0.000
H 2.13271 -1.97882 4.30088  0.000
H 3.34915 -1.43752 2.18840  0.000